# 1
The following is a quantum chemistry calculation of an isolated molecule of C5H6N2 in a non-equilibrium geometry, from the Open Molecules 2025 dataset.

Bonds (Å) are listed after each position.
Positions of all 13 atoms, in Å:
1 C 2.2608 -0.3881 0.6672  C2 1.325, H8 0.998, H9 1.123
2 C 0.9637 -0.2284 0.4469  C1 1.325, C3 1.498, H10 1.053
3 C 0.0805 -1.2660 -0.1764  C2 1.498, C4 1.452, N6 1.295
4 C 0.6384 -2.6060 -0.1573  C3 1.452, N5 1.159
5 N 1.1076 -3.6634 -0.0910  C4 1.159
6 N -1.1669 -1.1695 -0.5106  C3 1.295, C7 1.451
7 C -1.8560 0.0949 -0.6920  N6 1.451, H11 1.063, H12 1.109, H13 1.101
8 H 2.8755 0.2883 1.0688  C1 0.998
9 H 2.6742 -1.3094 0.1759  C1 1.123
10 H 0.3031 0.3670 1.0115  C2 1.053
11 H -1.6829 0.3520 -1.7087  C7 1.063
12 H -1.5434 0.9342 -0.0384  C7 1.109
13 H -2.9169 -0.1661 -0.8307  C7 1.101

Results
Gap between HOMO and LUMO = 9.9538 eV
E_HOMO = -10.21 eV
Relative energy (zero: lowest compared OMol25 entry of this formula, charge and spin) = 245.3 kJ/mol
Structure (SMILES) = C=C/C(C#N)=N\C

Results of the natural (NBO) charge analysis, in e, for atoms 1 through 8: C -0.2964; C -0.2605; C 0.1232; C 0.2450; N -0.2879; N -0.3186; C -0.4701; H 0.2019

---

# 2
The following is a quantum chemistry calculation of an isolated molecule of C5H6N2 in a non-equilibrium geometry, from the Open Molecules 2025 dataset.

Bonds (Å) are listed after each position.
Positions of all 13 atoms, in Å:
1 C 0.8834 2.4900 -0.4008  C2 1.177, H8 1.061
2 C 1.0368 1.4285 0.0830  C1 1.177, C3 1.756
3 C 1.1131 -0.2699 0.5237  C2 1.756, C4 1.445, C6 1.520, H9 1.161
4 C 2.4864 -0.4547 0.1136  C3 1.445, N5 1.154
5 N 3.5855 -0.2869 -0.1956  C4 1.154
6 C 0.0809 -1.0738 -0.2502  C3 1.520, N7 1.479, H10 1.095, H11 1.043
7 N -1.3253 -0.6637 -0.0466  C6 1.479, H12 1.081, H13 1.047
8 H 0.6009 3.2458 -1.0891  C1 1.061
9 H 0.9518 -0.3837 1.6678  C3 1.161
10 H 0.2862 -1.1046 -1.3258  C6 1.095
11 H 0.0659 -1.9866 0.2551  C6 1.043
12 H -1.6644 -0.4353 0.9546  N7 1.081
13 H -1.5610 0.2644 -0.4702  N7 1.047

Results
Gap between HOMO and LUMO = 10.7511 eV
E_HOMO = -10.09 eV
Relative energy (zero: lowest compared OMol25 entry of this formula, charge and spin) = 391.3 kJ/mol
Structure (SMILES) = C#C[C@H](C#N)CN

Results of the natural (NBO) charge analysis, in e, for atoms 1 through 8: C -0.2697; C -0.0097; C -0.3051; C 0.2476; N -0.2737; C -0.2240; N -0.8367; H 0.2410

---

# 3
The following is a quantum chemistry calculation of an isolated molecule of C5H6N2 in a non-equilibrium geometry, from the Open Molecules 2025 dataset.

Bonds (Å) are listed after each position.
Positions of all 13 atoms, in Å:
1 N 1.7534 0.2858 0.6012  C2 1.179, C3 1.404
2 C 2.2342 0.7275 1.5823  N1 1.179
3 C 1.1127 0.2480 -0.6472  N1 1.404, C4 1.469, N7 1.459, H8 1.085
4 C -0.0462 -0.6047 -0.9443  C3 1.469, C5 1.519, N7 1.506, H9 1.087
5 C -0.8691 -0.8907 0.3002  C4 1.519, C6 1.544, H10 1.092, H11 1.094
6 C -0.9667 0.6430 0.4504  C5 1.544, N7 1.500, H12 1.091, H13 1.095
7 N -0.1884 0.8887 -0.8078  C3 1.459, C4 1.506, C6 1.500
8 H 1.8021 0.4787 -1.4530  C3 1.085
9 H -0.1452 -1.0925 -1.9108  C4 1.087
10 H -1.8281 -1.3633 0.0800  C5 1.092
11 H -0.3569 -1.4461 1.0915  C5 1.094
12 H -1.9752 1.0345 0.3105  C6 1.091
13 H -0.5267 1.0910 1.3470  C6 1.095

Results
Gap between HOMO and LUMO = 10.6610 eV
E_HOMO = -9.68 eV
Relative energy (zero: lowest compared OMol25 entry of this formula, charge and spin) = 313.6 kJ/mol

Results of the natural (NBO) charge analysis, in e, for atoms 1 through 8: N -0.5526; C 0.3172; C 0.0356; C -0.0762; C -0.4390; C -0.2352; N -0.3553; H 0.2332